{
  "formula": "C64H152N8O14S5",
  "method": "ωB97M-V/def2-TZVPD",
  "homo_ev": -7.54,
  "energy_ha": -6011.5293,
  "homo_lumo_gap_ha": 0.2725,
  "symbols": ["C", "C", "N", "C", "C", "C", "C", "H", "H", "H", "H", "H", "H", "H", "H", "H", "H", "H", "H", "H", "H", "H", "C", "C", "N", "C", "C", "C", "C", "H", "H", "H", "H", "H", "H", "H", "H", "H", "H", "H", "H", "H", "H", "H", "C", "C", "N", "C", "C", "C", "C", "H", "H", "H", "H", "H", "H", "H", "H", "H", "H", "H", "H", "H", "H", "H", "C", "C", "N", "C", "C", "C", "C", "H", "H", "H", "H", "H", "H", "H", "H", "H", "H", "H", "H", "H", "H", "H", "C", "C", "N", "C", "C", "C", "C", "H", "H", "H", "H", "H", "H", "H", "H", "H", "H", "H", "H", "H", "H", "H", "C", "C", "N", "C", "C", "C", "C", "H", "H", "H", "H", "H", "H", "H", "H", "H", "H", "H", "H", "H", "H", "H", "C", "C", "N", "C", "C", "C", "C", "H", "H", "H", "H", "H", "H", "H", "H", "H", "H", "H", "H", "H", "H", "H", "C", "C", "N", "C", "C", "C", "C", "H", "H", "H", "H", "H", "H", "H", "H", "H", "H", "H", "H", "H", "H", "H", "C", "C", "C", "S", "O", "O", "C", "H", "H", "H", "H", "H", "H", "H", "H", "C", "C", "C", "S", "O", "O", "C", "H", "H", "H", "H", "H", "H", "H", "H", "C", "C", "C", "S", "O", "O", "C", "H", "H", "H", "H", "H", "H", "H", "H", "C", "C", "O", "S", "O", "O", "O", "H", "H", "H", "H", "C", "C", "O", "S", "O", "O", "O", "H", "H", "H", "H"],
  "xyz": [[-4.75441, -0.15353, 0.00636], [-4.72392, 1.31844, -0.41569], [-5.26511, 1.33462, -1.72833], [-4.47383, 0.86442, -2.83363], [-5.25658, 0.33613, -4.05183], [-6.23498, 2.45848, -2.02774], [-5.55368, 3.82303, -2.27944], [-5.76629, -0.52930, -0.14538], [-4.41641, -0.32383, 1.02853], [-3.97507, -0.74584, -0.47312], [-5.22487, 1.97625, 0.29455], [-3.70850, 1.70759, -0.34097], [-3.93281, 1.75019, -3.16652], [-3.74308, 0.06478, -2.71250], [-5.97813, -0.39418, -3.68562], [-5.82281, 1.15211, -4.50090], [-4.66414, -0.12273, -4.84340], [-6.89442, 2.49100, -1.16046], [-6.91098, 2.16821, -2.83203], [-6.27355, 4.62674, -2.43414], [-4.89287, 3.73957, -3.14228], [-4.86556, 4.00981, -1.45499], [6.72439, 4.39219, -0.50534], [5.53103, 3.70955, 0.19015], [4.41014, 4.56361, 0.05033], [3.06601, 3.91907, 0.18201], [2.89663, 3.08601, 1.49285], [4.51350, 5.95751, 0.66458], [4.67859, 5.99468, 2.25525], [6.72059, 4.99573, -1.41298], [7.49808, 3.66799, -0.76036], [7.15092, 5.19083, 0.10158], [5.32774, 2.84165, -0.43719], [5.78038, 3.32905, 1.18068], [2.18074, 4.55488, 0.17110], [2.84913, 3.26363, -0.66148], [3.09441, 3.62660, 2.41846], [1.83564, 2.83628, 1.49811], [3.37419, 2.10632, 1.47725], [3.53373, 6.40057, 0.48614], [5.18481, 6.65255, 0.16021], [3.83814, 6.35992, 2.84545], [5.55994, 6.61484, 2.41875], [4.99244, 5.02948, 2.65272], [-1.15026, -2.09055, 1.14786], [-0.84616, -1.57280, -0.25639], [0.35280, -0.77071, -0.19888], [0.22954, 0.52150, 0.45662], [-0.59402, 1.63440, -0.43836], [1.60104, -1.49851, -0.08875], [2.83126, -0.64730, -0.59051], [-1.92492, -2.85381, 1.22151], [-1.52020, -1.28782, 1.78572], [-0.31570, -2.59831, 1.63138], [-0.58542, -2.42733, -0.88079], [-1.72740, -1.10159, -0.69167], [-0.30058, 0.41199, 1.40271], [1.22113, 0.91517, 0.67994], [-1.34942, 1.12926, -1.04029], [-1.15875, 2.33703, 0.17442], [0.03194, 2.25773, -1.07690], [1.76266, -2.35585, -0.74216], [1.80229, -1.84343, 0.92546], [3.11122, 0.18935, 0.04959], [2.63052, -0.17096, -1.55015], [3.69253, -1.29443, -0.75642], [1.18410, -6.31082, 1.99980], [0.17513, -7.24496, 2.62505], [-1.21560, -6.88236, 2.34508], [-2.13166, -7.90639, 2.83390], [-3.55955, -7.76066, 2.25955], [-1.63748, -5.54594, 2.78160], [-1.31706, -5.35093, 4.25554], [2.22424, -6.62703, 2.07868], [1.24686, -5.36661, 2.54074], [0.92855, -6.22394, 0.94375], [0.31587, -8.28404, 2.32741], [0.51491, -7.19688, 3.65962], [-1.75124, -8.86935, 2.49316], [-2.14863, -7.95051, 3.92287], [-4.00954, -6.79039, 2.46976], [-3.60842, -7.98698, 1.19442], [-4.15757, -8.48240, 2.81594], [-2.60118, -5.14279, 2.47038], [-0.97897, -4.91929, 2.18012], [-1.52422, -4.31961, 4.54111], [-0.24815, -5.40188, 4.46282], [-1.95914, -5.93672, 4.91333], [-0.64149, -2.00783, -4.83379], [0.17385, -0.90926, -4.08446], [0.06413, 0.37627, -4.84700], [-1.10549, 1.15567, -4.35312], [-1.75396, 1.70988, -5.63172], [1.35906, 1.05683, -5.04615], [1.86297, 1.83794, -3.82684], [-0.32354, -2.25845, -5.84581], [-1.66453, -1.65934, -4.97534], [-0.69461, -2.75193, -4.03906], [-0.01272, -0.83846, -3.01289], [1.18166, -1.32299, -4.04922], [-1.87124, 0.54815, -3.87079], [-0.88704, 2.01651, -3.72119], [-2.02921, 0.89884, -6.30592], [-2.68616, 2.16488, -5.29690], [-1.14778, 2.40179, -6.21645], [1.21942, 1.56491, -6.00034], [2.02385, 0.25664, -5.37146], [2.83545, 2.25416, -4.08981], [2.04419, 1.17542, -2.98047], [1.42253, 2.78405, -3.51224], [-2.49463, 1.13991, 3.76758], [-3.98120, 1.16668, 4.21238], [-4.14966, 1.51759, 5.62511], [-3.46763, 2.80726, 5.91899], [-4.19441, 3.98802, 5.23522], [-5.60187, 1.40947, 5.96768], [-5.87639, 1.46173, 7.46719], [-1.96550, 0.49386, 4.46811], [-2.09432, 2.15374, 3.76455], [-2.41925, 0.91192, 2.70436], [-4.52699, 1.82811, 3.53952], [-4.18680, 0.11363, 4.02026], [-3.45233, 2.96179, 6.99787], [-2.41691, 2.96040, 5.67271], [-4.13938, 4.07674, 4.15023], [-5.23460, 4.11281, 5.53612], [-3.71285, 4.88484, 5.62498], [-5.80971, 0.39282, 5.63405], [-6.21719, 2.01400, 5.30132], [-5.10606, 0.92935, 8.02511], [-6.77859, 0.92677, 7.76375], [-6.10550, 2.46143, 7.83625], [6.57605, -0.35511, 2.78787], [5.31171, -0.93683, 2.39166], [5.36261, -2.38947, 2.55405], [4.00495, -2.86771, 2.82135], [3.21439, -2.39213, 4.13327], [5.82997, -3.09545, 1.32332], [5.95180, -4.64960, 1.69625], [7.38406, -1.01786, 2.47807], [6.70814, -0.41024, 3.86843], [6.72114, 0.68227, 2.48638], [4.48885, -0.53028, 2.97963], [5.12898, -0.67018, 1.35070], [3.33557, -2.57572, 2.01217], [4.01989, -3.95761, 2.81650], [3.06398, -1.32367, 4.28778], [2.18085, -2.73836, 4.13757], [3.77506, -2.73561, 5.00263], [6.78018, -2.70285, 0.96130], [5.10131, -3.04689, 0.51412], [6.45320, -4.77445, 2.65599], [6.68842, -5.14281, 1.06204], [5.01708, -5.20998, 1.67722], [3.13388, 5.95455, -2.98301], [1.84024, 6.70943, -2.67716], [0.73910, 6.83856, -3.71021], [1.18011, 7.52751, -4.94617], [1.34161, 9.12133, -4.61795], [0.07835, 5.57926, -4.01288], [-0.69583, 4.95823, -2.75271], [3.60812, 6.26492, -3.91406], [2.87884, 4.89665, -3.04545], [3.82889, 6.28927, -2.21293], [1.45286, 6.36735, -1.71747], [2.08583, 7.76434, -2.55488], [1.96654, 7.05038, -5.53097], [0.30673, 7.46056, -5.59489], [1.94158, 9.40739, -3.75406], [1.62396, 9.78268, -5.43709], [0.30240, 9.44025, -4.53777], [0.86365, 4.93949, -4.41550], [-0.65964, 5.74764, -4.79717], [-0.02163, 4.42796, -2.08013], [-1.28641, 4.11553, -3.11212], [-1.33549, 5.58623, -2.13259], [2.29027, -7.15481, -1.53496], [3.76478, -7.43986, -1.79135], [4.35241, -6.40691, -2.83857], [3.39451, -4.91099, -2.44482], [2.63053, -4.50306, -3.65277], [4.26633, -3.99243, -1.66756], [2.26012, -5.64232, -1.26471], [1.91973, -7.79346, -0.73314], [1.73289, -7.38727, -2.44236], [3.75979, -8.42389, -2.26013], [4.38365, -7.45822, -0.89425], [3.88639, -6.68441, -3.78404], [5.40788, -6.13756, -2.87768], [1.33404, -5.09992, -1.45520], [2.69628, -5.33191, -0.31523], [-1.71919, 5.85501, 1.57304], [-0.78443, 5.83318, 2.73527], [-0.35505, 7.28340, 3.05691], [-0.10206, 8.08411, 1.36760], [1.27194, 7.86816, 0.88729], [-0.64802, 9.47133, 1.39616], [-1.18444, 6.87344, 0.53127], [-2.72983, 6.09564, 1.90286], [-1.90596, 4.87191, 1.14092], [0.06173, 5.16389, 2.57989], [-1.33494, 5.38056, 3.55998], [0.55819, 7.55371, 3.58703], [-1.28698, 7.66420, 3.47477], [-0.60856, 6.37965, -0.25143], [-1.89350, 7.51187, 0.00426], [-3.40201, -6.67388, -1.59394], [-2.49509, -5.65136, -0.80486], [-2.70899, -4.31901, -1.49129], [-4.45115, -4.16728, -1.95218], [-4.57711, -3.56922, -3.29972], [-4.89905, -3.39993, -0.84667], [-4.82418, -5.94953, -1.86695], [-3.49793, -7.59067, -1.01221], [-2.84270, -6.98730, -2.47544], [-1.49047, -6.03071, -0.99179], [-2.78546, -5.59040, 0.24399], [-2.08181, -4.48661, -2.36689], [-2.37218, -3.36750, -1.07987], [-5.29616, -6.30885, -2.78140], [-5.53778, -5.98693, -1.04386], [-6.13534, -3.02920, 2.66829], [-5.24098, -4.13496, 2.23100], [-4.57240, -4.34392, 3.46791], [-4.15997, -2.92465, 4.32083], [-2.94858, -2.31565, 3.76496], [-4.36669, -3.19331, 5.74127], [-5.56399, -2.27350, 3.75580], [-7.05816, -3.52423, 2.97069], [-6.34823, -2.45045, 1.76951], [-4.44407, -3.83100, 1.55230], [-5.73907, -5.07792, 2.00553], [6.25948, -1.78804, -3.13205], [4.85289, -1.78483, -3.71390], [4.70048, -0.48902, -4.20248], [5.72481, 0.64547, -3.54606], [5.09331, 1.48215, -2.47754], [6.42855, 1.32111, -4.68112], [6.65296, -0.48176, -2.91600], [6.95126, -2.16385, -3.88590], [6.32591, -2.36170, -2.20762], [4.11063, -1.71657, -2.91860], [4.66680, -2.59096, -4.42356]],
  "atomic_forces_ev_per_a": [[0.7437, 0.1970, 1.1551], [0.8374, -1.0394, 0.4004], [-2.5858, 0.8379, -0.7981], [0.4390, 0.7148, -1.6779], [-0.9866, 0.5437, 0.6041], [1.0331, -0.7898, 0.4111], [0.1878, -1.0853, -0.0353], [0.2839, -0.3009, -0.0544], [-0.4359, 0.3248, 0.6345], [-0.4748, -0.0274, -0.8942], [-0.7579, -0.1852, -0.2391], [0.6499, -0.0011, -0.2655], [0.8107, -0.0167, -0.4632], [0.0060, 0.1444, 1.3649], [-0.0369, -0.1761, -0.1271], [-0.1006, -0.0319, -0.1742], [0.3325, 0.0792, 0.3001], [0.1085, 0.2260, 0.1811], [0.3125, -0.0179, -0.2782], [0.1405, 0.0238, 0.1276], [-0.1934, 0.1481, -0.2873], [-0.2474, 0.3873, 0.2482], [1.5874, 0.3358, 0.6387], [0.4749, 0.2216, -2.5188], [-2.2981, 2.4059, 0.4827], [1.1532, -0.5212, 1.3779], [-0.9174, -0.0901, -0.8011], [-2.0309, -1.5894, 1.0982], [1.3731, -0.0797, -1.2975], [-1.6967, -0.5106, -0.5518], [0.2342, -0.1336, 0.5309], [0.3905, -0.3844, 0.8189], [-0.1782, -0.3307, 0.1782], [0.1798, 0.2482, 0.4284], [0.6211, 1.0526, -0.0603], [0.5534, -0.3052, -0.2447], [0.2541, 0.0254, -0.1725], [-0.2724, -0.0492, 0.3020], [0.5291, 0.1810, 0.0667], [-0.0855, -0.0011, -0.2087], [0.5162, -0.6254, -0.0116], [-0.0839, 0.0577, -0.3885], [-0.1665, 0.3396, 0.4604], [-0.2265, -0.1953, -0.1172], [-0.9548, -0.3888, 0.4397], [0.9041, -1.1286, 1.0982], [-0.0073, 0.6868, -1.5874], [-0.8443, 1.1081, -1.1612], [0.6749, -1.2770, 1.0018], [1.7053, 1.5526, -0.3782], [-0.6146, 0.1392, 0.2627], [-0.4067, -0.0116, -0.4364], [0.2236, 0.0004, 0.1310], [0.4115, 0.3826, -0.1084], [-0.1150, -0.0461, -0.2987], [0.1890, 0.4475, -0.0793], [-0.0600, 0.1440, 0.2652], [-0.1380, -0.0709, -0.0653], [0.1550, -0.0998, -0.1923], [0.0985, -0.0720, 0.4516], [0.2614, -0.3963, -0.1194], [-1.2799, -0.3466, -0.1539], [0.0581, -0.0992, 0.2924], [0.1111, -0.2033, 0.2839], [-0.3511, -0.2218, -0.1369], [0.0831, -0.0526, 0.3303], [0.1709, 0.0668, -0.6957], [0.4748, 0.3966, 0.4710], [-0.9983, -0.6956, -0.3065], [-0.2508, 0.0429, -0.9498], [0.4080, -0.2836, 0.9155], [2.4645, 0.3773, -0.1438], [-0.6916, 1.5461, 0.1564], [-0.0426, -0.7239, -0.0466], [-0.5702, 0.3596, -0.3754], [0.1521, 0.6198, -0.0219], [-0.0237, 0.0614, -0.2997], [-0.7977, -0.4248, 0.7834], [0.0568, -0.1329, 0.0500], [-0.1857, 0.0401, 0.2939], [0.1550, 0.0707, -0.0890], [0.0835, 0.0709, 0.0573], [-0.2636, -0.1317, -0.2463], [-0.2922, -1.0578, 0.2176], [0.2253, 0.5287, 0.2620], [-0.2436, 0.1987, -0.0795], [-0.1149, -0.6708, 0.0938], [0.4153, -0.3390, 0.0395], [-0.7186, 1.3729, 1.7978], [0.3096, -0.0463, -1.9217], [0.0350, -1.5253, 2.1569], [0.7960, 0.3937, -2.5887], [-0.8773, -0.1439, 0.5152], [-1.7870, -0.2035, 0.0694], [1.4834, 0.3403, -0.8664], [0.6590, -0.3046, 0.4815], [-0.2275, 0.1076, 0.1446], [-0.0197, -1.0902, -0.7883], [-0.8715, 0.1782, 0.1326], [0.5575, 0.4847, -0.4553], [0.4794, -0.3395, 0.1435], [0.4082, -0.1688, 0.4399], [0.0784, -0.1494, 0.0863], [-0.1702, 0.5352, -0.4070], [0.0875, 0.1517, 0.3366], [0.2573, 1.0836, 0.3157], [0.3985, 0.0102, 0.5902], [0.5430, -0.3434, -0.0505], [-0.2690, 0.0829, 0.0414], [-1.1105, -0.3966, -0.0793], [-0.7544, 1.4226, 0.2120], [1.7718, -0.5317, -0.1938], [0.8795, 0.0547, -0.4631], [-1.9328, 0.6371, -0.2030], [0.3156, 0.8870, 0.9212], [1.3994, -1.0481, -0.0530], [-0.7343, 0.1620, -0.0018], [0.3372, -0.0364, -0.4634], [0.3506, 0.0562, 0.4455], [-0.0358, -0.8504, 0.1084], [-0.4337, -0.0454, -0.1880], [-1.1819, 0.1009, 0.2920], [-0.4545, -0.0079, 0.1216], [0.0361, -1.1863, -0.3979], [0.1207, -0.4813, -0.0446], [-0.0953, -0.3343, -0.0527], [0.0938, 0.3107, -0.0901], [-0.1758, -0.1594, 0.0481], [-0.2412, 0.6099, 0.3471], [0.3354, 0.5012, -0.0687], [-0.2627, -0.2362, -0.5378], [0.7009, 0.1775, 0.1291], [2.1895, 0.4893, 1.4272], [-1.1081, -0.4982, -0.8220], [-0.8854, -0.2100, -0.1839], [-1.5031, 0.3070, 0.9518], [1.3915, -0.1832, -0.5652], [-0.4554, -1.8663, 1.5780], [1.2770, 1.0745, -0.4706], [0.2575, 0.3806, -0.6151], [-0.2443, 0.2415, 0.2569], [0.1182, -0.1103, -0.1984], [-0.0031, -0.0436, -0.0692], [-0.3851, -0.0366, -0.3615], [-0.0558, 0.0204, -0.5747], [-0.1131, 0.1602, 0.3040], [0.4910, 0.2299, -0.4750], [0.1825, -0.6619, -0.1158], [-0.3004, -0.1831, 0.1722], [0.0176, 0.0281, 0.2843], [-0.1893, 0.3842, -0.1997], [-0.4757, 0.2939, 0.3970], [-0.2955, -0.0107, -0.6336], [0.1027, 0.1660, -0.1005], [-0.8284, 0.4910, -0.4762], [-0.5571, 1.5060, -1.1781], [0.9253, -0.0886, 0.5044], [-0.8226, 1.8544, 1.1155], [-0.8578, -1.3060, -1.0487], [-0.5654, 0.2775, 1.5203], [1.1634, -0.8164, -1.2038], [-0.2426, -0.0121, -0.2515], [0.7824, -0.2000, 0.3548], [0.0655, -0.9057, 0.2540], [-0.3187, -0.0373, -0.1338], [0.2272, -0.0767, 0.5191], [0.6360, 0.0168, 0.3726], [-0.0227, 0.1771, -0.1738], [-0.2040, -0.3499, -0.0026], [0.7142, -0.5794, -0.4312], [-0.0236, -0.0090, 0.9070], [-0.3165, -1.0172, 0.0243], [0.0119, 0.0463, -0.0522], [0.4353, 0.3289, 0.1868], [-0.3902, 0.1502, -0.2350], [0.1273, 0.4698, -0.5622], [0.4853, 1.1367, -0.0191], [1.1186, -0.4230, -1.0128], [-2.2230, -0.1055, 0.6773], [0.3536, 0.8739, -0.4388], [1.4592, -0.2024, 1.9681], [-1.2116, -0.7877, -1.4960], [-0.2181, 0.2373, -0.2001], [-0.0878, 0.3148, 0.1007], [-0.1490, 0.0655, 0.0020], [0.6448, -0.1297, 0.1489], [-0.2117, 0.0002, 0.1039], [0.6749, 0.0235, -0.3374], [-0.1667, -0.4260, 0.1333], [-0.1958, -0.2401, 0.2252], [-0.2160, -0.2923, 0.1542], [-0.8645, 0.8039, -1.2730], [1.3761, -0.4843, 1.1061], [-0.6142, -0.0695, -1.5366], [-0.0626, 0.8143, 0.7774], [-1.4968, 0.2132, 0.7645], [0.8600, -2.7773, -0.2461], [-0.1825, 0.2289, -0.4702], [0.0087, 0.6436, 0.1239], [0.6081, -0.0897, -0.2225], [0.1947, 0.1150, -0.2834], [0.1796, 0.2235, 0.3717], [-0.2659, -0.5247, 0.3258], [0.4428, 0.9837, 0.1295], [0.3287, 0.1063, 0.2288], [-0.4272, -0.2666, 0.2079], [-0.8023, 1.3030, 0.9655], [-1.2188, -0.4830, -0.1355], [0.9923, -0.7215, -1.7324], [3.2565, 0.9640, -3.1621], [-0.2912, -1.5451, 1.9806], [-2.2020, 0.3845, 1.6900], [1.1488, -0.4844, -0.0593], [-0.4040, 0.1254, 0.0841], [-0.5508, 0.3946, -0.4738], [0.1789, 0.3440, 0.7823], [0.3424, -0.4223, 0.0787], [-0.3816, 0.6103, -0.7384], [-0.3834, -0.3689, 0.4668], [0.0176, 0.3055, 0.0321], [0.2011, -0.4675, 0.1499], [-1.5918, 0.1737, -1.3492], [2.0528, 0.6810, 1.4260], [2.4020, -0.3619, 2.7266], [-1.9416, -1.8754, -0.9652], [-2.5783, -1.0321, 1.2298], [1.0466, 0.7023, -2.8316], [1.1040, 0.3216, -0.2910], [-0.1076, 0.5524, 0.6223], [-0.0271, 0.8197, 0.4806], [-0.5299, -0.1353, -0.7214], [0.0251, 0.2931, -0.3039], [0.2123, -1.9799, -0.8491], [-0.4668, 0.5259, 2.4063], [0.4793, 3.2403, -1.6250], [-0.3457, 1.7994, -1.3965], [1.6813, -2.7125, -3.0816], [-2.1023, -1.8488, 3.4416], [0.3776, 2.3730, 1.0647], [0.0984, -0.4186, 0.1065], [-0.0044, 0.0859, -0.0746], [0.0030, -1.4789, 0.2000], [-0.0770, 0.4740, -0.1837]]
}